Entry 1:
# C24H66F9N10O22P

13 unconnected molecules or ions with the total composition C24H66F9N10O22P in a non-equilibrium geometry (the ωB97M-V functional and the def2-TZVPD basis, the Open Molecules 2025 dataset).

Positions of all 132 atoms, in Å:
C  11.42038  13.50493  22.48013
C  10.13557  13.37499  23.22556
C  10.19544  13.62862  24.78126
O  8.93809  13.62106  25.32430
C  8.75067  14.54466  26.43314
N  9.13074  14.34558  22.60570
H  8.29407  14.13718  23.23846
H  9.10744  16.24274  22.84066
H  9.01804  13.90014  21.72283
H  11.29989  13.48270  21.39054
H  12.14828  12.75988  22.77426
H  11.90451  14.47936  22.61468
H  9.85421  12.32602  23.11924
H  10.57941  14.64757  24.96689
H  10.87651  12.98056  25.32092
H  9.07014  15.54462  26.13794
H  9.35196  14.31205  27.24826
H  7.69083  14.51570  26.67071
C  10.25016  18.97006  13.37446
C  10.79689  18.16587  14.54877
C  11.92481  19.01153  15.29763
O  11.96466  20.42026  15.00278
C  12.86238  20.64321  13.85301
N  9.94277  17.59422  15.54525
H  5.11684  18.71523  9.49368
H  9.85530  18.44305  16.12421
H  8.99792  17.39656  15.18725
H  10.97828  19.07735  12.59441
H  10.03118  19.97975  13.72495
H  9.29790  18.61722  12.99750
H  11.37559  17.36043  14.05366
H  12.99150  18.66728  15.13221
H  11.74738  18.84973  16.33420
H  13.35970  21.58577  13.89488
H  12.42453  20.53245  12.84357
H  13.69169  19.92365  13.99520
C  12.26231  15.30433  11.10254
C  11.67739  14.25686  10.27471
C  10.36968  14.47546  9.51903
O  9.80770  13.19810  9.22538
C  9.54590  12.17906  10.21725
N  12.70900  13.74411  9.26384
H  12.57393  14.37414  8.44471
H  13.67155  13.87540  9.60503
H  12.54813  12.72530  9.10554
H  12.77996  16.09003  10.58291
H  13.04067  14.86068  11.78181
H  11.50924  15.76305  11.70477
H  11.40820  13.37127  10.83272
H  10.42365  15.08635  8.56945
H  9.75787  15.10447  10.12797
H  8.59596  11.70944  9.89665
H  9.49350  12.61318  11.24202
H  10.33548  11.42132  10.03625
C  12.43842  13.05830  17.66995
C  13.73570  12.83012  16.86145
C  14.67306  14.04097  17.23418
O  15.93359  13.98364  16.51321
C  15.87629  14.56744  15.28093
N  14.53983  11.66698  17.30150
H  13.97230  10.83536  16.97586
H  15.06268  9.12390  14.03460
H  14.63850  11.67553  18.34127
H  11.77489  13.90903  17.32918
H  12.66966  13.16522  18.70567
H  11.74839  12.20869  17.49283
H  13.54215  12.88632  15.77624
H  14.86938  13.99164  18.30501
H  14.18026  15.04436  17.03384
H  15.27397  14.01769  14.47193
H  16.88469  14.61382  14.87906
H  15.56710  15.63221  15.38252
C  12.00607  7.69532  13.91174
C  11.92125  8.86650  14.89926
C  11.24878  9.94814  14.18372
O  11.38224  11.15394  14.91133
C  10.75083  12.20449  14.14690
N  11.07833  8.56965  16.12402
H  11.50522  8.93282  16.96911
H  10.08166  8.94732  16.01851
H  10.90634  7.52452  16.23076
H  12.68504  6.95344  14.31835
H  12.38928  8.17921  12.97590
H  11.05010  7.21183  13.77702
H  12.87970  9.12799  15.34184
H  10.19653  9.66108  14.03469
H  11.79731  10.03786  13.23970
H  10.86649  13.15651  14.64851
H  9.70039  11.95927  13.97979
H  11.30738  12.27186  13.22727
P  12.65924  8.94182  19.63061
F  13.46522  8.13201  18.49663
F  11.33884  8.11592  19.26611
F  13.03173  7.89073  20.83834
F  11.88284  9.90028  20.68345
F  14.00848  9.71159  20.01242
F  12.26662  9.99590  18.40302
C  16.01860  8.80926  15.77475
O  17.29498  9.19844  15.45408
O  14.96000  9.45040  14.91078
C  15.90905  7.36814  15.67766
F  14.66238  6.97571  15.64863
F  16.38093  6.89532  14.46111
F  16.54633  6.63863  16.57245
C  17.50438  10.47880  16.11018
C  18.61940  11.30270  15.52352
H  18.41026  11.37360  14.47567
H  18.55318  12.30825  15.94982
H  19.57271  10.88760  15.72464
H  17.88512  10.15570  17.05463
H  16.57168  10.98836  16.24060
H  15.77228  8.99119  16.85521
N  8.39408  16.52730  12.37371
O  8.34398  16.99554  11.21988
O  7.66738  16.93152  13.31115
O  9.25142  15.60923  12.68351
N  8.17491  7.07818  16.12920
O  8.27075  8.34500  15.97505
O  9.16802  6.34196  16.11541
O  7.07811  6.56705  16.33599
N  8.90399  17.85099  23.62177
O  8.30514  17.24344  24.51373
O  9.22298  17.19652  22.56584
O  9.21718  19.02424  23.71156
N  13.64991  10.71177  10.51840
O  13.26677  10.93044  9.33404
O  14.74673  10.88285  10.89525
O  12.85643  10.04191  11.29111
N  12.68240  16.36039  6.52529
O  12.99916  15.78351  7.64588
O  13.20768  17.38449  6.19671
O  11.86482  15.87347  5.79104

As for the spin multiplicity: 1. Its total charge is -2.

Atom charges from the Mulliken analysis, given in e for atoms 1 to 5: C -1.4632; C 0.6226; C -0.8201; O -0.3420; C -0.6790

Entry 2:
# C24H66N2O10

8 unconnected molecules or ions with the total composition C24H66N2O10 in a non-equilibrium geometry (the ωB97M-V functional and the def2-TZVPD basis, the Open Molecules 2025 dataset).

Positions of all 102 atoms, in Å:
C  4.73868  0.24467  2.36735
O  4.35132  1.32395  3.25635
C  2.95792  1.80861  3.02399
C  1.83996  0.91236  3.47178
N  0.54234  1.25987  2.93306
C  -0.64791  0.90395  3.80035
C  -2.06331  1.13287  3.22483
O  -3.03343  0.67500  3.77354
C  -3.25488  1.13918  5.10661
H  4.16588  -0.69422  2.51375
H  5.79631  -0.11890  2.53314
H  4.72703  0.50085  1.31893
H  2.84777  1.97591  1.92331
H  2.77668  2.73915  3.52188
H  1.75753  0.95688  4.54918
H  2.18114  -0.11885  3.09064
H  0.41183  0.61284  2.08192
H  -0.46418  1.45603  4.74079
H  -0.56446  -0.09914  4.04392
H  -2.07649  0.66564  2.25104
H  -2.06727  2.26808  3.06907
H  -4.36639  1.17681  5.25082
H  -2.78199  2.04283  5.25793
H  -2.87442  0.45658  5.73045
C  0.30086  -4.67286  -0.25357
O  0.03086  -3.79906  -1.32821
C  -0.99274  -4.08987  -2.21587
C  -0.99096  -2.80992  -3.07598
N  -2.08237  -2.88393  -4.04495
C  -2.28806  -1.60108  -4.83290
C  -3.29474  -1.89975  -5.97013
O  -3.79226  -1.00849  -6.65882
C  -2.91468  -0.13291  -7.24404
H  1.27475  -5.07655  -0.31919
H  -0.43728  -5.41187  -0.08859
H  0.35220  -4.15329  0.72029
H  -1.88713  -4.26200  -1.60580
H  -0.72826  -4.96006  -2.88112
H  -0.02772  -2.74783  -3.62299
H  -0.97767  -1.99771  -2.37938
H  -2.95685  -3.05556  -3.51978
H  -1.33863  -1.44161  -5.26942
H  -2.61342  -0.96028  -4.07622
H  -4.16349  -2.31226  -5.44901
H  -2.99969  -2.71733  -6.62658
H  -3.55357  0.65263  -7.65315
H  -2.29893  -0.59337  -8.08776
H  -2.32915  0.29282  -6.51719
C  -2.11170  -1.99728  2.28102
C  -2.26189  -2.30189  0.93904
O  -2.19701  -1.22753  0.03430
H  -1.89972  -2.81269  2.89591
H  -2.93035  -1.46724  2.72115
H  -1.22994  -1.42858  2.31069
H  -3.21906  -2.66513  0.70788
H  -1.56594  -3.14409  0.72884
H  -2.99443  -0.67355  0.07060
C  2.34470  0.01436  -0.16267
C  1.09005  -0.64982  -0.36601
O  0.17203  -0.32966  0.60324
H  2.58126  0.02112  0.85969
H  2.10139  1.12149  -0.27328
H  3.04436  -0.23629  -0.97206
H  1.17382  -1.65304  -0.41871
H  0.75259  -0.40229  -1.29631
H  -0.62893  -0.78952  0.41876
C  -0.52302  2.77495  -0.00730
C  -1.82756  3.48174  -0.08006
O  -1.99211  4.11609  -1.28907
H  -0.61790  1.98856  0.73681
H  0.38024  3.27281  0.30326
H  -0.25623  2.18282  -0.85345
H  -1.79920  4.15705  0.73244
H  -2.67638  2.75745  0.06289
H  -1.41776  4.91566  -1.38900
C  2.40362  -2.87037  2.30552
C  1.35708  -3.14985  3.20144
O  1.30543  -2.31231  4.32745
H  2.31065  -1.93061  1.87303
H  2.37675  -3.62786  1.47054
H  3.25948  -2.91531  2.90818
H  1.46645  -4.18197  3.55092
H  0.40953  -2.96543  2.69970
H  0.64618  -2.71390  5.00747
C  0.85084  1.43256  -3.81125
C  -0.58480  1.43841  -3.62841
O  -1.05902  2.76381  -3.69131
H  1.04741  0.43548  -4.08650
H  1.40655  1.61789  -2.83581
H  1.15326  2.13751  -4.65340
H  -0.83541  0.95279  -2.65825
H  -0.93622  0.85160  -4.51164
H  -1.56541  2.83652  -2.82436
C  3.89407  4.07163  0.39539
C  2.62000  4.73861  0.58260
O  2.94047  6.04735  1.04468
H  4.70153  4.57681  -0.13754
H  3.73636  3.16556  -0.11149
H  4.39915  3.85030  1.28402
H  2.12050  4.30020  1.46672
H  2.04333  4.74095  -0.28463
H  2.85014  6.10531  1.98402

As for the SMILES: COCCNCCOC.COCCNCCOC.CCO.CCO.CCO.CCO.CCO.CCO. As for the spin multiplicity: 1.

Atom charges from the Mulliken analysis, given in e for atoms 1 to 5: C -0.3613; O -0.5008; C -0.1178; C 0.6268; N 0.4033

Energy relative to the best compared isomer or geometry (same formula, charge and spin) readings, ordered: 6.76, 255.38 kcal per mole
LUMO level readings, ordered: -3.764, 0.239 eV
Kohn-Sham gap readings, ordered: 1.19, 8.61 eV